A) 11
Properties=species:S:1:pos:R:3 method="wB97M-V/def2-TZVPD" molar_mass_g_mol=165.974 e_lumo_ev=-0.8
Br 1.61 1.65 0.34
O 1.39 -2.16 -0.31
O 2.93 -0.87 0.54
N 1.84 -1.14 0.12
C -1.51 0.83 -0.10
C 0.87 -0.09 0.10
C -0.60 -0.26 -0.03
H -2.41 0.76 0.50
H -1.84 0.69 -1.19
H -1.20 1.92 0.00
H -1.07 -1.32 0.02

***

B) 11
Properties=species:S:1:pos:R:3 method="wB97M-V/def2-TZVPD" molar_mass_g_mol=165.974 e_lumo_ev="-0.3 / -0.3"
Br -1.35 -0.83 -2.57
O 1.01 -1.29 0.48
O -0.10 1.60 -1.11
N 0.30 -0.79 -0.43
C 0.04 1.13 1.28
C -0.19 -1.59 -1.42
C -0.02 0.80 -0.22
H 0.22 2.11 1.48
H 0.07 -2.62 -1.09
H 0.87 0.61 1.80
H -0.85 0.87 1.80

***

Least stable of them? A).